No. 1
Molecular formula: C33H32N2O2
Method: DFT, wB97M-V/def2-TZVPD

```
69
C33H32N2O2, DFT wB97M-V/def2-TZVPD
C 5.191 -1.088 0.979
C 5.446 -0.177 -0.053
C 4.596 0.913 -0.250
C 3.483 1.094 0.575
C 2.546 2.250 0.312
N 1.139 1.945 0.624
C 0.460 2.752 1.651
C -0.799 3.435 1.167
C -1.878 3.603 2.041
C -3.060 4.200 1.592
C -3.161 4.649 0.268
C -2.065 4.515 -0.594
C -0.887 3.911 -0.141
C 0.527 0.871 0.066
C -0.564 0.260 0.613
C -1.363 -0.817 -0.037
C -2.877 -0.691 0.194
C -3.767 -1.129 -0.791
C -5.148 -1.024 -0.602
C -5.650 -0.468 0.583
C -4.764 -0.028 1.571
C -3.376 -0.146 1.379
C 3.260 0.219 1.642
C 4.090 -0.893 1.821
H 5.850 -1.947 1.130
H 6.313 -0.312 -0.703
H 4.774 1.634 -1.051
H 2.830 3.130 0.908
H 2.601 2.536 -0.752
H 0.226 2.120 2.523
H 1.191 3.501 1.997
H -1.778 3.247 3.069
H -3.897 4.330 2.281
H -4.082 5.118 -0.088
H -2.114 4.888 -1.618
H -0.033 3.792 -0.811
H 1.000 0.471 -0.845
H -0.818 0.506 1.645
H -1.159 -0.770 -1.118
H -3.368 -1.585 -1.698
H -5.820 -1.399 -1.375
H -6.728 -0.382 0.734
H -5.133 0.401 2.506
H -2.698 0.158 2.178
H 2.434 0.409 2.333
H 3.877 -1.592 2.632
C 1.636 -0.977 -4.327
C 0.540 -1.841 -4.227
C 0.266 -2.488 -3.019
C 1.128 -2.341 -1.919
C 0.962 -3.203 -0.693
C 0.446 -2.535 0.609
C 0.239 -3.604 1.669
O -1.058 -4.171 1.351
C -1.742 -3.272 0.578
O -2.810 -3.528 0.055
N -0.951 -2.094 0.496
C 2.215 -1.465 -2.022
C 2.474 -0.791 -3.222
H 1.845 -0.465 -5.270
H -0.099 -2.028 -5.092
H -0.608 -3.138 -2.922
H 0.256 -4.012 -0.931
H 1.925 -3.675 -0.433
H 1.097 -1.713 0.932
H 0.962 -4.426 1.679
H 0.201 -3.157 2.676
H 2.878 -1.346 -1.162
H 3.348 -0.140 -3.293
```

HOMO level   -7.808 eV
Calculated total energy   -41815.487 eV
HOMO-LUMO gap   8.36 eV
LUMO energy   0.55 eV
Relative energy (zero: lowest compared OMol25 entry of this formula, charge and spin)   0.000 eV
SMILES string   O=C1OC[C@@H](Cc2ccccc2)N1[C@H](/C=C/N(Cc1ccccc1)Cc1ccccc1)c1ccccc1
Charge   0


No. 2
Molecular formula: C33H32NO14PS
Method: DFT, wB97M-V/def2-TZVPD

```
82
C33H32NO14PS, DFT wB97M-V/def2-TZVPD
N 2.570 -2.046 3.374
C 1.938 -1.510 2.161
C 1.183 -0.242 2.528
C 0.034 0.100 1.581
C -1.087 -0.945 1.494
C -1.653 -1.427 2.845
P -2.104 0.086 3.804
S -3.461 -0.210 5.183
O -0.713 -2.323 3.439
C -0.897 -3.506 2.741
O -0.122 -4.433 2.777
O -2.040 -3.420 1.984
C -2.818 -2.437 2.690
O -3.087 -3.082 3.879
C -4.039 -1.968 1.923
C -5.309 -1.845 2.725
O -5.789 -2.709 3.429
O -5.919 -0.661 2.521
H 3.353 -2.639 3.149
H 1.883 -2.536 3.925
H 1.278 -2.267 1.743
H 2.737 -1.323 1.453
H 0.854 -0.370 3.552
H 1.883 0.588 2.542
H 0.473 0.156 0.588
H -0.335 1.098 1.787
H -1.915 -0.490 0.955
H -0.736 -1.755 0.869
H -0.946 0.677 4.326
H -2.599 0.955 2.833
H -3.389 -2.434 4.537
H -4.258 -2.641 1.102
H -3.856 -1.001 1.471
H -6.650 -0.647 3.147
C -2.617 3.565 -0.867
C -2.741 4.766 -1.425
C -2.859 5.989 -0.589
O -2.973 7.084 -1.090
C -2.831 5.819 0.888
C -2.705 4.616 1.440
C -2.588 3.399 0.602
O -2.470 2.297 1.108
H -2.532 2.662 -1.458
H -2.767 4.909 -2.491
H -2.918 6.722 1.478
H -2.683 4.467 2.512
C -0.511 4.519 -5.314
C 0.719 4.324 -5.779
C 1.427 3.037 -5.559
O 2.548 2.856 -5.985
C 0.713 1.979 -4.804
C -0.519 2.175 -4.343
C -1.225 3.458 -4.562
O -2.351 3.640 -4.139
H -1.048 5.448 -5.460
H 1.258 5.082 -6.333
H 1.245 1.052 -4.657
H -1.059 1.414 -3.793
C -0.468 -1.366 -9.406
C -0.609 -1.286 -8.086
C 0.450 -0.688 -7.237
O 0.323 -0.613 -6.032
C 1.670 -0.180 -7.911
C 1.811 -0.260 -9.231
C 0.753 -0.859 -10.084
O 0.880 -0.931 -11.285
H -1.226 -1.799 -10.046
H -1.490 -1.648 -7.573
H 2.428 0.256 -7.271
H 2.692 0.104 -9.744
C 4.672 -3.735 5.595
C 4.609 -3.674 6.922
C 5.752 -3.169 7.722
O 5.700 -3.113 8.930
C 6.965 -2.732 6.983
C 7.025 -2.793 5.656
C 5.881 -3.299 4.858
O 5.931 -3.353 3.647
H 3.852 -4.102 4.991
H 3.733 -3.984 7.477
H 7.786 -2.366 7.586
H 7.899 -2.480 5.098
```

HOMO level   -9.087 eV
Calculated total energy   -85014.795 eV
HOMO-LUMO gap   7.13 eV
LUMO energy   -1.96 eV
SMILES string   NCCCC[C@]1([PH2]=S)OC(=O)O[C@]1(O)CC(=O)O.O=C1C=CC(=O)C=C1.O=C1C=CC(=O)C=C1.O=C1C=CC(=O)C=C1.O=C1C=CC(=O)C=C1
Charge   0


No. 3
Molecular formula: C33H32NO3Sc
Method: DFT, wB97M-V/def2-TZVPD

```
70
C33H32NO3Sc, DFT wB97M-V/def2-TZVPD
C 1.051 1.518 -0.189
C 2.044 1.115 0.772
C 2.897 0.160 0.149
H 2.175 1.545 1.766
C 2.405 -0.036 -1.199
C 1.261 0.803 -1.403
H 0.748 1.014 -2.351
H 0.380 2.373 -0.067
H 3.807 -0.273 0.579
H 2.861 -0.660 -1.967
C -0.172 -3.129 0.330
C -1.259 -2.260 0.628
C -1.539 -1.477 -0.551
H -1.835 -2.263 1.552
C -0.651 -1.880 -1.576
C 0.145 -2.944 -1.059
H 0.796 -3.589 -1.656
H 0.281 -3.839 1.029
H -2.401 -0.829 -0.680
H -0.612 -1.466 -2.580
Sc 0.758 -0.949 0.265
O 2.466 -2.841 0.109
C 3.681 -3.110 0.821
C 3.898 -2.879 -0.655
H 4.020 -2.286 1.474
H 3.768 -4.135 1.222
H 4.182 -1.863 -0.952
H 5.663 -2.783 -2.790
C 5.335 -3.789 -2.546
C 4.323 -3.954 -1.568
C 3.778 -5.246 -1.393
H 2.916 -5.369 -0.724
C 4.356 -6.341 -2.039
H 3.898 -7.334 -1.922
C 5.464 -6.167 -2.900
H 5.947 -7.038 -3.345
C 5.936 -4.878 -3.174
H 6.716 -4.740 -3.937
C -4.471 3.003 -2.021
C -3.301 3.694 -1.365
C -2.299 4.268 -2.153
C -1.192 4.890 -1.571
C -1.032 4.810 -0.187
C -1.974 4.085 0.585
N -1.580 3.671 1.838
C -2.194 2.768 2.751
C -2.875 3.211 3.880
C -3.467 2.291 4.751
C -3.474 0.915 4.467
C -2.782 0.453 3.339
C -2.131 1.374 2.529
C -1.336 0.831 1.387
O -1.601 1.161 0.213
O -0.403 -0.024 1.713
C -3.226 3.733 0.032
C -4.386 3.277 0.858
H -4.590 1.973 -1.623
H -5.425 3.550 -1.864
H -4.286 2.920 -3.105
H -2.401 4.202 -3.234
H -0.479 5.448 -2.184
H -0.148 5.201 0.327
H -0.709 4.101 2.167
H -2.967 4.285 4.018
H -3.961 2.669 5.648
H -3.961 0.187 5.130
H -2.742 -0.602 3.043
H -4.371 2.182 0.965
H -4.403 3.742 1.851
H -5.318 3.547 0.345
```

HOMO level   -7.031 eV
Calculated total energy   -63073.324 eV
HOMO-LUMO gap   7.23 eV
LUMO energy   0.20 eV
Relative energy (zero: lowest compared OMol25 entry of this formula, charge and spin)   0.000 eV
Charge   0


No. 4
Molecular formula: C33H33BrFMoNO8PTe
Method: DFT, wB97M-V/def2-TZVPD

```
80
C33H33BrFMoNO8PTe, DFT wB97M-V/def2-TZVPD
Mo -1.164 0.513 0.126
C 5.585 3.392 -0.907
C 5.445 3.077 0.587
C 6.575 2.138 1.009
C 6.419 1.738 2.467
C 5.089 1.066 2.631
C 4.932 0.024 3.540
C 3.703 -0.598 3.666
F 3.583 -1.640 4.530
C 2.604 -0.183 2.953
C 2.740 0.881 2.050
C 1.566 1.325 1.340
O 0.412 0.851 1.617
C 1.797 2.338 0.360
C 3.045 2.892 0.206
N 4.145 2.483 0.898
C 4.008 1.484 1.842
C 0.738 2.698 -0.597
O 0.771 3.677 -1.332
O -0.238 1.821 -0.584
H 6.633 3.561 -1.147
H 5.036 4.286 -1.187
H 5.226 2.556 -1.505
H 5.537 4.016 1.157
H 7.530 2.641 0.850
H 6.546 1.241 0.386
H 6.484 2.626 3.105
H 7.222 1.063 2.763
H 5.761 -0.313 4.141
H 1.634 -0.645 3.060
H 3.156 3.682 -0.514
O 1.497 -0.176 -1.191
C 1.138 -1.170 -0.579
O 0.011 -1.393 -0.082
H 1.874 -2.012 -0.432
C -2.264 0.157 -6.995
C -1.142 0.832 -6.536
C -0.973 1.060 -5.185
C -1.911 0.601 -4.250
C -3.034 -0.080 -4.728
C -3.208 -0.287 -6.083
C -1.650 0.874 -2.847
C -2.071 0.221 -1.739
C -2.950 -0.954 -1.844
C -4.297 -0.891 -1.489
C -5.113 -1.999 -1.602
C -4.603 -3.198 -2.072
C -3.262 -3.281 -2.412
C -2.441 -2.175 -2.293
H -2.405 -0.013 -8.055
H -0.394 1.169 -7.240
H -0.102 1.589 -4.823
H -3.791 -0.430 -4.043
H -4.086 -0.813 -6.431
H -0.972 1.716 -2.690
H -4.713 0.049 -1.139
H -6.151 -1.931 -1.311
H -5.248 -4.063 -2.159
H -2.862 -4.218 -2.777
H -1.393 -2.239 -2.551
C -0.332 -2.047 4.958
C -1.467 -1.100 4.598
O -1.418 -0.843 3.208
P -2.808 -0.447 2.411
O -2.226 -0.713 0.981
Te -3.199 2.211 0.205
O -3.714 -1.802 2.747
C -3.901 -2.884 1.864
C -5.395 -3.080 1.634
H -0.441 -2.395 5.981
H 0.627 -1.548 4.850
H -0.359 -2.899 4.283
H -1.375 -0.160 5.156
H -2.435 -1.554 4.845
H -3.468 -3.782 2.327
H -3.383 -2.701 0.912
H -5.879 -3.379 2.561
H -5.557 -3.844 0.878
H -5.835 -2.141 1.304
Br -3.436 3.472 2.359
```

HOMO level (spin up / spin down)   -4.080 / -4.054 eV
Calculated total energy   -143829.969 eV
HOMO-LUMO gap (spin up / spin down)   5.60 / 5.58 eV
LUMO energy (spin up / spin down)   1.52 / 1.53 eV
Charge   -1


No. 5
Molecular formula: C33H33BrFN2O2PdS2
Method: DFT, wB97M-V/def2-TZVPD

```
75
C33H33BrFN2O2PdS2, DFT wB97M-V/def2-TZVPD
Pd -0.597 0.091 -1.419
O -0.498 0.076 0.846
S 0.004 0.990 1.936
C -1.180 0.711 3.286
C -1.787 -0.698 3.286
C -3.226 -0.733 2.753
C -3.409 -0.404 1.273
S -3.296 -1.757 0.042
O -2.588 -1.151 -1.144
C -2.177 -2.927 0.791
C -0.874 -3.027 0.335
C -0.043 -4.000 0.874
C -0.517 -4.856 1.859
C -1.835 -4.767 2.285
C -2.679 -3.814 1.735
C 1.447 0.180 2.598
C 2.276 0.888 3.460
C 3.422 0.276 3.940
C 3.736 -1.020 3.544
C 2.907 -1.707 2.670
C 1.753 -1.105 2.185
H -1.944 1.480 3.152
H -0.638 0.943 4.204
H -1.801 -1.061 4.314
H -1.153 -1.384 2.723
H -3.816 -0.005 3.316
H -3.668 -1.702 2.988
H -2.676 0.315 0.912
H -4.408 -0.008 1.090
H -0.521 -2.360 -0.441
H 0.975 -4.090 0.517
H 0.134 -5.613 2.277
H -2.214 -5.457 3.028
H -3.722 -3.779 2.026
H 2.034 1.905 3.746
H 4.075 0.811 4.616
H 4.634 -1.493 3.919
H 3.157 -2.713 2.360
H 1.096 -1.614 1.492
F 1.463 6.229 -1.048
C 0.608 5.206 -1.235
C 0.533 4.614 -2.484
C -0.336 3.554 -2.666
C -1.134 3.065 -1.612
C -1.983 1.922 -1.791
C -1.036 3.719 -0.369
C -0.172 4.782 -0.174
H 1.146 4.992 -3.292
H -0.408 3.083 -3.640
H -2.276 1.663 -2.802
H -2.740 1.735 -1.038
H -1.661 3.382 0.451
H -0.101 5.291 0.778
Br 2.149 -2.027 -1.778
C 2.592 -0.311 -1.110
C 3.853 -0.120 -0.568
C 4.156 1.135 -0.071
C 3.200 2.137 -0.145
C 1.975 1.843 -0.709
N 1.663 0.628 -1.186
H 4.561 -0.934 -0.537
H 5.128 1.325 0.366
H 3.395 3.135 0.223
H 1.200 2.591 -0.783
C -0.566 -0.967 -6.267
C -1.582 -1.432 -5.448
C -1.541 -1.137 -4.096
N -0.550 -0.423 -3.553
C 0.429 0.024 -4.343
C 0.459 -0.224 -5.703
H -0.572 -1.180 -7.327
H -2.402 -2.014 -5.844
H -2.312 -1.469 -3.414
H 1.209 0.597 -3.857
H 1.273 0.160 -6.303
```

HOMO level (spin up / spin down)   -9.029 / -10.493 eV
Calculated total energy   -139735.308 eV
HOMO-LUMO gap (spin up / spin down)   6.98 / 7.72 eV
LUMO energy (spin up / spin down)   -2.05 / -2.77 eV
Charge   +1
Multiplicity   3


No. 6
Molecular formula: C33H33FN11OSn
Method: DFT, wB97M-V/def2-TZVPD

```
80
C33H33FN11OSn, DFT wB97M-V/def2-TZVPD
Sn -1.471 -1.198 -1.961
C 4.689 -0.752 -2.602
N 3.363 -1.263 -2.276
C 2.167 -0.797 -2.629
N 1.216 -1.527 -2.055
C 1.926 -2.440 -1.335
N 3.223 -2.314 -1.438
C 5.402 -0.120 -1.428
C 6.689 0.410 -1.634
C 7.425 0.976 -0.601
C 6.902 1.010 0.676
C 5.619 0.470 0.894
C 4.869 -0.079 -0.168
C 5.093 0.428 2.199
N 5.633 0.889 3.342
N 4.800 0.608 4.314
C 3.748 -0.030 3.774
O 3.898 -0.151 2.443
C 2.602 -0.549 4.426
C 2.445 -0.341 5.807
C 1.328 -0.852 6.437
C 0.380 -1.551 5.702
C 0.528 -1.765 4.325
C -0.520 -2.559 3.580
N -0.949 -1.912 2.334
C -0.784 -2.299 1.079
N -1.322 -1.384 0.268
C -1.806 -0.434 1.130
N -1.590 -0.723 2.381
C 1.640 -1.265 3.689
H 4.566 -0.038 -3.417
H 5.279 -1.588 -2.981
H 2.030 0.009 -3.331
H 1.479 -3.244 -0.773
H 7.125 0.374 -2.627
H 8.410 1.375 -0.796
H 7.460 1.424 1.505
H 3.893 -0.494 0.038
H 3.196 0.214 6.355
H 1.188 -0.706 7.499
H -0.492 -1.946 6.210
H -1.412 -2.683 4.191
H -0.150 -3.550 3.313
H -0.328 -3.232 0.791
H -2.319 0.456 0.809
H 1.798 -1.431 2.630
C -4.963 3.248 -0.926
C -5.213 1.822 -1.360
N -3.929 1.125 -1.509
C -2.733 1.700 -1.670
N -1.622 0.903 -1.688
C -0.299 1.552 -1.805
C -0.299 2.962 -1.257
C -1.396 3.732 -1.951
N -2.665 3.028 -1.768
C -3.891 3.846 -1.812
H -4.644 3.280 0.118
H -5.878 3.831 -1.013
H -5.757 1.789 -2.306
H -5.796 1.279 -0.618
H -3.964 0.118 -1.511
H 0.016 1.579 -2.854
H 0.419 0.940 -1.257
H 0.665 3.433 -1.444
H -0.472 2.954 -0.178
H -1.180 3.847 -3.017
H -1.509 4.729 -1.530
H -4.236 3.926 -2.846
H -3.621 4.844 -1.476
F -7.494 -2.453 -2.317
C -6.180 -2.296 -2.263
C -5.520 -1.834 -3.390
C -4.146 -1.660 -3.328
C -3.471 -1.928 -2.133
C -4.148 -2.434 -1.022
C -5.524 -2.608 -1.083
H -6.082 -1.634 -4.293
H -3.617 -1.334 -4.216
H -3.625 -2.716 -0.118
H -6.090 -2.995 -0.247
```

HOMO level (spin up / spin down)   -16.332 / -15.736 eV
Calculated total energy   -61718.399 eV
HOMO-LUMO gap (spin up / spin down)   6.94 / 4.65 eV
LUMO energy (spin up / spin down)   -9.39 / -11.09 eV
Charge   +3